# 1
The following is a DFT calculation (the ωB97M-V functional and the def2-TZVPD basis) of C14H11AgIN5O2Se as an isolated structure.

XYZ file:
```
35
Properties=species:S:1:pos:R:3:mulliken_charge:R:1
Ag -0.973 -0.625 -0.546 0.377
Se -2.778 2.503 1.473 0.281
N -2.468 3.877 0.367 -0.760
C -2.346 3.335 -0.815 0.691
C -1.992 4.059 -1.988 -0.418
C -1.737 3.330 -3.115 -0.389
C -1.823 1.900 -3.080 -0.375
N -2.154 1.193 -2.038 -0.489
C -2.449 1.891 -0.909 1.017
N -2.723 1.255 0.207 -0.623
H -1.963 5.161 -2.003 0.406
H -1.466 3.778 -4.052 0.395
H -1.585 1.369 -3.999 0.407
O -1.932 -3.209 -0.782 -0.666
C -0.840 -3.449 -0.279 0.595
C -0.268 -4.835 0.077 -0.394
C 1.063 -4.483 0.727 -0.392
C 1.148 -2.966 0.678 0.075
O 2.067 -2.278 1.111 -0.619
N 0.023 -2.474 0.079 -0.180
H -0.169 -5.396 -0.854 0.239
H -0.957 -5.350 0.760 0.248
H 1.921 -4.927 0.249 0.272
H 1.114 -4.763 1.784 0.224
I 1.795 0.317 -1.779 0.072
C 1.883 0.800 0.228 0.207
C 3.119 0.979 0.822 -0.606
C 3.148 1.152 2.186 -0.296
C 1.970 1.209 2.890 -0.715
C 0.791 1.112 2.168 -0.180
N 0.725 0.904 0.850 0.134
H 4.028 0.902 0.252 0.398
H 4.082 1.216 2.713 0.379
H 1.927 1.324 3.960 0.407
H -0.179 1.188 2.657 0.277
```

The total energy is -3810.4553 a.u. The gap between HOMO and LUMO comes out at 6.7 eV. Its max |F| is 1.3 eV Å⁻¹. The calculation puts the lowest unoccupied orbital energy at -1.64 eV. Its HOMO energy is -8.31 eV. For the energy relative to the best compared isomer or geometry (same formula, charge and spin), the calculation gives 0.0 kcal per mole.



# 2
The following is a DFT calculation (the ωB97M-V functional and the def2-TZVPD basis) of C14H11F3N4O7ReS3 as an isolated structure.

XYZ file:
```
43
Properties=species:S:1:pos:R:3:mulliken_spin:R:1
Re -0.613 -2.210 0.297 0.675
S 0.272 -0.343 1.407 0.019
C 0.138 0.859 0.065 -0.044
N 0.340 2.133 0.275 0.181
N 0.786 2.475 1.446 0.219
C 0.654 3.724 1.988 -0.047
C 1.183 3.956 3.265 0.072
C 0.993 5.182 3.865 -0.040
C 0.272 6.174 3.213 0.071
C -0.249 5.945 1.946 -0.033
C -0.057 4.729 1.325 0.066
N -0.246 0.407 -1.110 0.080
N -0.605 -0.834 -1.189 -0.186
C -0.952 -1.246 -2.490 0.006
C -1.640 -2.450 -2.666 -0.024
C -1.942 -2.887 -3.942 0.029
C -1.572 -2.137 -5.049 -0.053
C -0.937 -0.915 -4.873 0.024
C -0.624 -0.466 -3.606 -0.052
H 1.079 1.717 2.076 -0.021
H 1.723 3.168 3.765 0.001
H 1.390 5.370 4.850 -0.001
H 0.104 7.122 3.700 0.004
H -0.822 6.719 1.461 -0.001
H -0.462 4.507 0.352 0.009
H -1.994 -3.017 -1.816 -0.017
H -2.475 -3.818 -4.067 0.001
H -1.806 -2.498 -6.042 -0.003
H -0.682 -0.311 -5.731 0.001
H -0.131 0.479 -3.443 -0.006
O -3.027 -4.347 2.098 0.002
S -2.452 -3.717 0.965 0.004
O -3.153 -3.821 -0.289 0.001
O -1.016 -4.063 0.714 0.001
O -2.301 -2.165 1.203 0.034
F 4.416 -2.825 0.190 0.000
C 3.301 -2.395 0.774 0.001
F 3.621 -1.989 2.003 0.001
F 2.878 -1.308 0.098 0.001
S 1.852 -3.636 0.775 0.003
O 2.422 -4.926 0.662 0.002
O 1.168 -3.238 1.977 0.011
O 1.167 -3.104 -0.444 0.009
```

The total energy is -2858.1471 a.u. Its expectation value of S² is 0.9894. The gap between HOMO and LUMO (alpha / beta) comes out at 5.9 / 6.2 eV. Its max |F| is 6.7 eV Å⁻¹. The calculation puts the lowest unoccupied orbital energy (alpha / beta) at -2.90 / -2.84 eV. As for the multiplicity: 2. Its HOMO energy (alpha / beta) is -8.80 / -9.01 eV. For the energy relative to the best compared isomer or geometry (same formula, charge and spin), the calculation gives 39.7 kcal per mole.



# 3
The following is a DFT calculation (the ωB97M-V functional and the def2-TZVPD basis) of C14H11F5NOSiTl as an isolated structure.

XYZ file:
```
34
Properties=species:S:1:pos:R:3:mulliken_charge:R:1
Tl 0.546 -0.328 0.361 0.560
F -2.177 1.109 1.201 -0.273
C -1.670 -0.168 1.200 0.095
F -2.582 -0.967 0.567 -0.283
C -1.655 -0.607 2.664 0.614
F -2.853 -0.536 3.253 -0.245
F -1.221 -1.874 2.761 -0.236
F -0.806 0.168 3.360 -0.236
O 0.742 3.139 0.556 -0.112
N 1.372 2.295 0.993 0.150
C -0.110 -1.424 -5.644 -0.380
C 0.096 -2.281 -4.572 -0.736
C 0.756 -1.829 -3.442 -0.104
C 1.234 -0.517 -3.359 0.621
C 1.012 0.331 -4.447 -0.387
C 0.345 -0.116 -5.579 -0.552
Si 2.126 0.120 -1.853 0.089
C 3.627 -0.834 -1.308 0.582
C 4.853 -0.183 -1.162 -0.358
C 5.983 -0.869 -0.741 -0.623
C 5.905 -2.224 -0.459 -0.355
C 4.694 -2.889 -0.591 -0.784
C 3.566 -2.198 -1.005 0.046
H -0.629 -1.775 -6.527 0.380
H -0.262 -3.301 -4.615 0.372
H 0.893 -2.513 -2.611 0.148
H 1.365 1.355 -4.413 0.308
H 0.187 0.557 -6.411 0.366
H 2.492 1.546 -2.058 -0.235
H 4.930 0.876 -1.383 0.295
H 6.925 -0.346 -0.637 0.368
H 6.785 -2.762 -0.133 0.383
H 4.626 -3.945 -0.365 0.373
H 2.627 -2.733 -1.085 0.154
```

The total energy is -1631.2498 a.u. The gap between HOMO and LUMO (alpha / beta) comes out at 5.9 / 7.2 eV. Its max |F| is 0.6 eV Å⁻¹. The calculation puts the lowest unoccupied orbital energy (alpha / beta) at -0.71 / -1.26 eV. Its HOMO energy (alpha / beta) is -6.56 / -8.44 eV.